# 1
Below is C22H17F2N2O7Ru as an isolated structure, with properties calculated with wB97M-V/def2-TZVPD.

Output
Strongest force on any atom = 5.2 eV Å⁻¹
Orbital gap (spin up / spin down) = 5.936 / 5.951 eV
LUMO level (spin up / spin down) = -1.4 / -1.4 eV
ΔE to the lowest compared entry with this formula, charge and spin = 81.3 kcal per mole
E_tot = -1779.357477 Eh
<S²> = 0.76
Spin multiplicity = 2

Geometry (Å):
Ru: 0.0964 -0.3417 -0.1752
F: 1.1352 -3.0306 -4.6109
F: -0.4779 1.3032 -5.2849
O: -1.8558 -1.5415 0.3992
O: 0.3028 4.1141 0.0743
O: 2.7511 -0.0184 0.1653
O: 0.2336 -0.1233 2.2120
O: 0.9338 1.9352 0.0588
O: -4.0399 -1.4511 -0.0535
O: 3.5951 1.8940 1.1091
N: 0.8226 -2.2356 -0.4184
N: -1.5739 1.0520 0.0284
C: 0.1995 -0.4475 -2.1906
C: 1.5762 -4.8537 -0.8415
C: 0.6596 -1.6882 -2.6946
C: -2.4728 3.3002 0.0087
C: -3.7392 2.7903 0.0054
C: 0.9799 -2.6862 -1.6817
C: 0.7113 -1.8654 -4.0776
C: -1.3619 2.4166 0.0284
C: -0.1073 0.3294 -4.4353
C: -0.1738 0.5561 -3.0707
C: 2.3604 -0.6590 3.2326
C: 0.3258 -0.8762 -4.9604
C: 1.3729 -4.0047 -1.9137
C: -2.9393 -0.9655 0.1159
C: -3.9292 1.3905 0.0271
C: 1.3500 -4.3838 0.4459
C: 1.2772 1.6942 3.5059
C: 0.9702 -3.0632 0.6082
C: -2.8117 0.5847 0.0310
C: 3.1177 0.9615 0.6456
C: 1.3715 0.3774 2.8289
C: -0.0056 2.7922 0.0519
H: 3.2895 -0.1875 3.5385
H: 0.7613 -2.6526 1.5893
H: 2.5593 -1.3410 2.4057
H: 0.7755 1.6256 4.4809
H: -4.9064 0.9386 0.0408
H: -2.2720 4.3595 -0.0035
H: -4.5998 3.4412 -0.0097
H: 2.2727 2.0957 3.6772
H: -0.5246 1.5134 -2.7090
H: 1.8925 -5.8711 -1.0087
H: -0.5019 0.4990 2.3262
H: 0.7189 2.4044 2.8945
H: 1.5057 -4.3631 -2.9190
H: 0.3505 -1.0478 -6.0236
H: 1.2654 4.2081 0.0404
H: 1.9891 -1.2615 4.0710
H: 1.4605 -5.0262 1.3036

Force components x, y, z for each atom (eV/Å):
-3.6930 -1.5574 0.5931
0.0061 -0.0227 -0.0224
-0.0333 0.0527 -0.1016
2.1014 0.1258 -0.4462
-0.9242 -0.9808 0.0098
-0.0573 -0.7642 -0.5401
-0.1247 0.0866 0.2155
-2.3890 2.4769 -0.3054
-0.4543 0.0273 0.0492
0.5218 1.4474 0.6975
0.8858 0.4962 -0.2325
1.7467 2.2881 -0.2315
-0.4374 -0.2631 0.9651
-0.0918 0.2915 0.0890
0.0413 0.1576 -0.3228
2.0244 -0.2022 0.0314
-0.9565 -1.3785 0.0234
0.0495 -0.2853 -0.1873
-0.1145 0.3533 0.3283
-3.8600 -1.2982 -0.1102
0.1466 -0.2523 0.4546
0.0333 0.1449 -0.4477
-0.4055 0.0513 -0.1705
-0.0113 0.0191 -0.1201
-0.0265 -0.0815 0.1547
-0.1247 0.8200 -0.2435
0.3180 1.6387 -0.0691
-0.0475 0.0943 -0.1081
-0.1791 -0.2425 -0.0223
0.1042 -0.5077 0.2636
-0.0806 -1.3107 0.1367
0.3989 -0.5909 -0.2029
0.2499 0.0100 0.0044
5.1892 -0.6432 -0.0493
0.1189 0.0269 0.0267
0.0271 0.0213 -0.0782
0.0647 -0.0534 0.0016
-0.0477 0.0175 0.0665
-0.0760 -0.1368 -0.0372
-0.0918 0.1438 -0.0001
-0.0225 0.1197 0.0041
0.0525 0.0638 -0.0036
-0.0791 0.0718 -0.0533
0.0098 -0.1247 -0.0156
0.1300 -0.2257 -0.0093
-0.0148 0.1229 -0.0243
0.0068 0.0412 -0.0683
0.0442 -0.0020 -0.1126
0.0577 -0.2258 0.0298
0.0041 -0.0298 0.0690
0.0101 -0.0313 0.1223

Löwdin population analysis, charges in e, atoms 1 to 2:
1. Ru 1.165
2. F 0.062

# 2
Below is the molecule C22H17F2N3O3S2, with properties calculated with wB97M-V/def2-TZVPD.

Output
Strongest force on any atom = 1.3 eV Å⁻¹
Orbital gap = 8.868 eV
SMILES = O=C(CSc1nc2ccccc2c(=O)n1-c1ccc(OC(F)F)cc1)NCc1cccs1
LUMO level = 0.2 eV
E_tot = -2234.724351 Eh

Geometry (Å):
S: 0.2348 2.4115 -0.8431
S: 2.9305 -1.7134 2.4414
F: -7.7803 1.5616 -1.0862
F: -6.5867 1.8797 0.6777
O: 1.6984 3.5268 1.9575
O: -1.1753 -2.2830 -1.0015
O: -5.6298 1.7124 -1.3488
N: 1.8969 0.3563 -0.9449
N: 2.9334 1.7819 1.2037
N: -0.3948 -0.1490 -1.0105
C: -0.2164 -1.5444 -0.9992
C: 2.1380 2.8617 1.0473
C: -3.8848 0.6100 -0.0408
C: 1.1812 -1.9559 -0.9944
C: 1.3954 -2.4680 2.2959
C: 3.0333 1.0982 2.4804
C: 2.1994 -0.1426 2.4521
C: -4.3416 1.2316 -1.1937
C: -2.1874 0.9765 -2.2144
C: 0.8455 -0.2310 2.3324
C: 2.1933 -0.9825 -0.9792
C: 2.8408 -3.6906 -0.9835
C: 3.8454 -2.7243 -0.9726
C: -6.6013 1.2578 -0.5299
C: -3.4904 1.4226 -2.2771
C: -2.5757 0.1640 0.0179
C: 3.5329 -1.3842 -0.9694
C: 0.3851 -1.5641 2.2483
C: 1.8369 3.1738 -0.4152
C: 0.6612 0.7119 -0.9482
C: 1.5181 -3.3103 -0.9948
C: -1.7301 0.3457 -1.0634
H: 4.0786 0.8494 2.6809
H: 0.2029 0.6325 2.3178
H: 2.6711 1.7964 3.2414
H: 1.3362 -3.5369 2.2550
H: -1.5254 1.1083 -3.0561
H: 1.6742 4.2423 -0.5462
H: -2.2134 -0.3261 0.9072
H: -4.5229 0.4834 0.8194
H: 2.5911 2.7981 -1.1020
H: -0.6495 -1.8434 2.1591
H: 0.7173 -4.0341 -1.0039
H: 3.0864 1.2064 0.3811
H: 4.8804 -3.0310 -0.9607
H: -3.8714 1.9142 -3.1568
H: 4.3051 -0.6305 -0.9593
H: -6.5705 0.1674 -0.3380
H: 3.1039 -4.7372 -0.9824

Force components x, y, z for each atom (eV/Å):
-0.1465 0.4624 0.0806
-0.6392 0.3635 0.0691
-0.0797 0.1092 -0.3043
0.2770 0.1678 0.0952
-0.3150 0.2802 0.2975
0.0171 -0.0891 0.0174
0.4664 0.2132 -0.2424
-0.1602 0.3652 -0.3393
0.4950 -0.1474 0.1120
-0.0568 -0.1742 -0.0027
-0.0058 -0.1172 -0.0387
0.3601 0.0288 -0.4770
-0.1323 0.0328 0.0546
0.5038 0.0100 -0.0493
0.4193 -0.0524 0.0836
0.0079 0.2368 0.0443
0.2038 -0.4334 0.0938
0.1010 -0.0064 -0.0743
-0.0067 -0.2019 0.2112
0.1835 0.0840 0.1041
-0.3560 -0.5829 -0.0050
-0.1136 -0.1136 0.0034
0.0397 0.1460 -0.0338
-0.5686 -0.9510 0.5799
-0.2817 0.0661 0.1417
0.0897 0.0928 -0.2371
-0.0490 -0.1598 -0.0774
-0.0325 -0.1332 0.0375
-0.3151 -0.3961 0.0415
0.7925 0.2652 0.0171
-0.0541 0.0812 -0.0441
-0.5225 0.1050 -0.0215
-0.0773 0.0924 0.0909
-0.1075 0.2312 -0.0155
0.1501 -0.1461 -0.0600
-0.0755 -0.2406 -0.0157
0.0700 -0.0007 -0.0903
0.0162 -0.0621 0.0336
0.0553 -0.0668 0.0792
-0.0715 0.0287 0.0536
0.0464 0.0835 0.0048
-0.1971 -0.0907 -0.0188
-0.0584 -0.0857 0.0029
-0.1888 0.2483 0.1083
0.1024 -0.0238 -0.0013
-0.0481 0.0567 -0.1231
0.0768 0.1077 -0.0043
0.1750 0.4146 -0.1725
0.0106 -0.0986 -0.0092

Löwdin population analysis, charges in e, atoms 1 to 2:
1. S 1.066
2. S 1.052

# 3
Below is a 2-piece molecular cluster, C22H17F3NO4 overall, with properties calculated with wB97M-V/def2-TZVPD.

Output
Strongest force on any atom = 6.0 eV Å⁻¹
Total charge = -1
Orbital gap = 4.377 eV
LUMO level = 1.8 eV
E_tot = -1503.914366 Eh

Geometry (Å):
F: 0.2341 -2.0201 6.5823
F: -1.1955 -0.3391 6.6249
F: 0.8720 -0.0477 7.3379
O: 0.1967 2.6674 -3.4784
O: -1.6073 3.0746 -2.1452
O: 1.3055 0.4714 -3.2371
O: 0.5742 -0.8593 -1.5531
N: 3.5909 -0.1973 -0.1535
C: 1.7607 0.8835 1.1911
C: 0.9530 1.5901 -4.0976
C: 0.1601 1.0593 -5.2941
C: 1.3468 0.4809 2.4901
C: -2.0854 -0.8472 -0.8618
C: 0.4022 0.1027 -2.2773
C: 0.0922 -0.6885 6.4474
C: -2.4084 -1.0095 0.4849
C: 2.7137 0.3067 0.4774
C: -0.8081 0.9152 -2.1085
C: -2.5184 -2.2677 1.0334
C: 0.3559 1.1984 3.1809
C: -2.3178 -3.3879 0.2522
C: 1.9109 -0.6357 3.1298
C: -1.8872 0.4913 -1.4230
C: -2.0306 -3.2450 -1.0901
C: -0.0443 0.8191 4.4389
C: -0.7720 2.3022 -2.5814
C: 1.5035 -1.0094 4.3880
C: -1.9281 -1.9902 -1.6464
C: 2.2808 2.1980 -4.5620
C: 0.5232 -0.2872 5.0479
H: 2.8201 2.5663 -3.6927
H: 0.7166 0.2712 -5.7976
H: -0.7887 0.6490 -4.9571
H: 2.1165 3.0294 -5.2432
H: 1.9309 -1.8668 4.8876
H: 2.6703 -1.1981 2.6145
H: -1.6870 -1.8712 -2.6896
H: -0.8026 1.3699 4.9758
H: -2.6645 1.2213 -1.2692
H: -2.5418 -0.1348 1.0987
H: -0.0849 2.0606 2.7117
H: -2.7471 -2.3804 2.0808
H: -1.8681 -4.1177 -1.7015
H: 2.8951 1.4458 -5.0507
H: -2.3748 -4.3726 0.6906
H: 1.2825 1.7404 0.7479
H: -0.0460 1.8587 -6.0039

Force components x, y, z for each atom (eV/Å):
-0.3070 0.0026 1.1252
-0.0472 -0.3215 1.1192
-0.4510 -0.4056 1.1560
-0.1686 -0.9881 0.8203
1.4010 0.2203 -1.2010
-0.8333 1.0490 0.2734
0.6672 1.2948 -1.7236
-1.7906 1.0301 1.2674
-2.5356 1.4684 1.8732
0.5473 -0.1924 -0.9335
-0.1058 0.0245 0.3534
0.4393 0.2538 -1.1633
-0.0827 -0.5453 0.1061
0.2518 -2.1778 1.4740
0.9791 0.8782 -3.6394
-0.0295 0.5234 -0.4278
4.4525 -2.6213 -2.9723
0.1380 -0.1190 -0.3318
-0.0359 -0.2194 0.2492
-0.2426 0.0055 0.4015
-0.0212 -0.1291 0.1795
0.0648 -0.3329 0.4225
0.5396 -0.0203 -0.1987
-0.0442 -0.0902 -0.2472
-0.0718 0.1426 -0.0562
-1.5436 0.9583 0.6265
0.1227 -0.0258 -0.1061
-0.0259 0.3482 0.0269
-0.2967 -0.0329 0.6197
-0.4898 -0.4223 0.9948
0.0530 -0.0059 0.0710
0.0818 0.0015 0.0781
-0.1534 -0.0873 0.0267
-0.1797 -0.0097 -0.0424
0.1446 -0.1326 -0.1035
0.1685 -0.1292 -0.1237
0.0645 -0.0516 -0.1893
-0.1216 0.1615 -0.0627
-0.1418 0.2064 0.0741
0.0181 0.1637 0.1985
-0.1243 0.2389 -0.1357
0.0037 0.0442 0.1634
0.0068 -0.1249 -0.1263
-0.1026 -0.1148 0.0053
-0.0304 -0.0983 0.0579
-0.2091 0.3008 -0.0396
0.0418 0.0817 0.0601

Löwdin population analysis, charges in e, atoms 1 to 2:
1. F 0.117
2. F 0.115

Question: The highest E_tot belongs to which entry?
Answer: C22H17F3NO4

Question: The lowest strongest force on any atom belongs to which entry?
Answer: C22H17F2N3O3S2

Question: What is the formula in the third record?
Answer: C22H17F3NO4